Entry 1:
Formula: C19H47N9O28S3
Source: the OMol25 dataset
Level of theory: ωB97M-V with the def2-TZVPD basis set

Structure (XYZ):
```
106
Properties=species:S:1:pos:R:3:forces:R:3
C -2.835707 4.176913 -3.745497 -0.038 -0.537 -1.489
N -3.156147 3.818225 -5.195913 -2.260 -1.032 -0.648
O -4.405390 3.714008 -5.510678 4.490 0.412 0.631
O -2.168978 3.534956 -5.886709 -2.399 0.629 0.795
H -3.655046 4.745033 -3.305018 0.328 0.095 -0.232
H -1.857209 4.635138 -3.889285 -0.224 0.238 0.769
H -2.744028 3.195813 -3.279510 0.120 0.169 0.167
C 4.121739 -4.164330 -1.862192 1.642 -1.153 0.351
N 2.835666 -3.426697 -1.665573 2.600 -3.410 -1.080
O 2.905562 -2.272910 -1.712162 -0.037 4.537 0.198
O 1.842777 -4.076994 -1.565442 -2.374 -1.437 0.678
H 4.157486 -5.178245 -1.463686 -0.875 0.176 0.483
H 4.947941 -3.635577 -1.386890 -0.343 0.401 -0.146
H 4.396897 -4.370859 -2.896477 -0.616 0.856 -0.304
C -2.034977 -1.664518 4.345298 -0.027 -0.394 0.030
N -2.288369 -0.325233 3.807078 1.190 1.818 0.599
O -1.831503 -0.207575 2.664189 -1.214 0.669 0.849
O -2.660352 0.582863 4.567267 0.326 -1.675 -1.820
H -2.577728 -1.867344 5.268541 -0.053 0.090 -0.316
H -0.958643 -1.631986 4.514236 -0.060 -0.270 0.194
H -2.236407 -2.309969 3.490351 -0.098 -0.332 0.513
C 3.562364 1.785868 -5.478834 0.024 -0.127 -1.981
N 4.371792 1.036703 -6.524966 -2.948 -0.969 -3.761
O 5.422868 0.553537 -6.273307 1.465 -0.112 1.268
O 3.841408 0.874115 -7.678664 0.787 0.962 2.853
H 2.591819 1.967441 -5.940538 0.016 -0.381 0.134
H 4.051750 2.759387 -5.508181 0.164 -0.184 1.242
H 3.490426 1.121823 -4.617459 0.379 0.743 0.115
C -3.823848 2.424898 2.333706 -0.187 1.228 -0.702
N -4.899212 3.299767 1.699678 -1.981 -1.086 -1.048
O -6.041517 3.306489 2.178835 1.993 0.001 0.241
O -4.666286 3.784542 0.606069 0.549 0.247 0.429
H -3.298429 3.095342 3.013814 -0.437 -0.489 0.792
H -3.056644 2.241075 1.581573 -0.470 -0.255 -0.267
H -4.364172 1.533385 2.652057 0.465 0.358 0.507
C 3.968229 1.017645 -1.254480 -0.092 -0.372 1.636
N 3.776054 2.280900 -1.973360 -0.312 0.626 -1.483
O 2.805571 3.040887 -1.869192 1.141 -1.337 0.541
O 4.662691 2.418649 -2.793438 0.016 0.862 -0.099
H 3.300699 0.955108 -0.395068 -0.184 -0.102 -0.358
H 4.991907 1.006057 -0.880239 -0.105 0.171 -0.220
H 3.872849 0.186517 -1.953221 -0.325 0.244 0.060
C 0.182994 3.132523 5.050412 1.515 -0.291 1.219
N 1.033076 2.689871 3.891994 1.115 2.088 0.536
O 0.459987 2.244429 2.940158 -0.127 -0.894 -0.707
O 2.253348 2.936696 3.949259 -1.605 -0.816 -0.104
H -0.293539 2.230491 5.434259 -0.622 0.368 -0.361
H -0.412809 4.022625 4.848316 -0.331 -0.567 -0.665
H 0.907118 3.427192 5.809967 -0.016 0.009 -0.035
C 3.568670 0.212723 2.962561 0.580 -0.684 -0.240
C 4.864257 1.028076 2.995088 -1.689 2.219 -0.951
O 5.891183 0.177783 2.994237 2.907 -4.507 -0.835
S 5.550636 -1.114340 1.976884 0.766 0.416 0.690
O 6.300415 -2.235568 2.505817 -1.652 1.546 -0.840
O 5.662776 -0.800309 0.552397 -0.404 -0.232 2.605
O 3.971656 -1.098840 2.426773 1.122 -0.171 -0.585
H 2.866542 0.639706 2.246461 -0.238 0.002 0.528
H 3.204826 -0.006340 3.966411 -0.346 0.225 -0.235
H 4.973495 1.672570 3.867318 -0.312 0.134 -0.247
H 5.006475 1.541080 2.043927 -0.835 1.086 0.140
C -4.647148 -4.587722 -0.981035 0.486 0.274 0.978
C -4.996934 -3.173376 -0.513222 1.431 2.523 -0.996
O -4.480587 -2.273325 -1.591880 0.131 -0.967 -0.969
S -3.454930 -3.080924 -2.585226 -0.987 2.974 -2.326
O -2.161358 -3.025905 -1.932731 -1.142 -0.943 -0.654
O -3.600626 -2.619409 -4.008648 0.375 -1.992 5.074
O -4.212467 -4.484781 -2.351829 -0.244 -0.476 0.004
H -5.466119 -5.256312 -0.715721 -0.226 -0.156 -1.353
H -3.812861 -5.008526 -0.419788 0.265 0.292 0.180
H -4.421863 -2.739079 0.304565 -0.052 -0.979 0.599
H -6.027139 -2.854387 -0.355076 -0.108 -0.671 -0.390
C 0.177070 0.214789 0.189083 0.612 -1.184 0.578
C -0.258313 -0.993973 -0.644314 0.577 0.745 1.926
O -0.819685 -0.303096 -1.724675 -0.296 0.634 -2.484
S 0.320947 0.782160 -2.279619 0.012 0.123 -1.129
O -0.284208 2.029218 -2.757360 0.860 -2.991 1.006
O 1.333933 0.101905 -3.115330 -2.365 1.549 2.152
O 0.850490 0.991598 -0.793464 0.773 1.221 0.031
H 0.850568 -0.005270 1.017372 0.582 -0.176 -0.380
H -0.631686 0.710012 0.726460 -0.355 0.413 -0.840
H -0.949879 -1.554446 -0.015271 -0.577 -0.077 -0.819
H 0.576461 -1.619054 -0.961382 0.021 -0.018 0.022
C -2.239230 -6.265307 2.119268 -2.304 -1.425 2.588
O -2.950223 -5.281107 2.232884 0.849 -0.022 -0.602
N -1.150944 -6.381171 1.362708 1.532 0.494 -3.501
C -0.423386 -7.645443 1.105374 0.574 -0.034 1.252
C -0.911227 -5.300837 0.378535 0.880 0.139 0.882
H -2.470069 -7.205671 2.643323 -0.144 0.139 0.089
H 0.622699 -7.382070 0.949050 -0.050 0.144 -0.063
H -0.706581 -8.285780 0.269991 -0.707 0.772 -0.609
H -0.470395 -8.352438 1.933648 -0.248 0.462 0.460
H 0.170180 -5.249968 0.251788 -0.102 -0.192 -0.724
H -1.490297 -5.538502 -0.513819 0.279 -0.076 -0.376
H -1.222361 -4.313233 0.719017 -0.413 -0.292 0.322
C -2.084205 5.253611 1.464945 0.065 -0.183 -1.151
O -1.981628 5.177181 2.669885 -0.443 -0.062 0.782
N -1.068719 5.123414 0.614775 1.675 -0.119 0.231
C -1.215454 5.183821 -0.798466 -1.833 0.399 -0.666
C 0.283138 4.881076 1.022634 1.132 0.769 -0.720
H -2.973964 5.367621 0.826558 -0.630 0.295 0.939
H -0.728502 6.023823 -1.293837 0.409 0.055 0.332
H -2.283774 5.374525 -0.900593 -0.163 -0.139 -0.714
H -0.974100 4.267839 -1.337749 0.206 -0.175 0.258
H 0.884710 5.526102 0.382200 0.259 0.041 -0.188
H 0.576749 5.234938 2.010899 -0.609 -0.688 0.250
H 0.574908 3.876266 0.717123 0.151 -0.230 0.683
```
Positions in Å, forces in eV/Å.

Summary:
E_tot   -123675.57398 eV
HOMO (spin up / spin down)   -10.977 / -10.977 eV
Net charge   +1
LUMO level (spin up / spin down)   -4.522 / -9.668 eV
F_max   5.46 eV/Å
2S+1   2



Entry 2:
Formula: C19H48B2NO28
Source: the OMol25 dataset
Level of theory: ωB97M-V with the def2-TZVPD basis set

Structure (XYZ):
```
98
Properties=species:S:1:pos:R:3:forces:R:3
C 0.777439 -1.462714 -3.725388 2.907 2.537 1.806
C -0.203561 -0.326714 -4.168388 -0.255 -3.028 -1.893
C -0.949561 0.215286 -3.008388 1.439 0.314 2.912
C -2.216561 1.071286 -3.275388 1.348 -3.092 -0.675
N -2.711561 1.931286 -2.231388 -0.469 0.349 1.024
C -3.936561 2.655286 -2.593388 -3.287 2.340 -0.810
C -3.509561 3.950286 -3.405388 0.655 -3.948 -1.566
C -2.082561 4.139286 -3.082388 1.544 -0.054 1.945
C -1.818561 3.075286 -1.997388 -0.051 1.649 0.748
C -2.923561 1.150286 -1.009388 -2.415 -2.528 2.382
C -4.180561 0.027286 -1.080388 5.612 -2.276 1.319
C -4.429561 -0.513714 0.330612 -3.155 0.873 2.826
H 0.300439 -2.159714 -3.113388 -1.020 -1.512 0.576
H 1.778439 -1.209714 -3.022388 -2.841 0.258 -1.810
H 1.265439 -1.869714 -4.573388 0.115 -0.756 -0.844
H -0.950561 -0.940714 -4.823388 1.056 1.247 0.637
H 0.372439 0.318286 -4.824388 -0.359 0.696 0.116
H -0.079561 0.597286 -2.345388 -1.874 0.427 -0.855
H -1.247561 -0.683714 -2.453388 -0.279 0.154 0.070
H -2.922561 0.300286 -3.608388 -0.552 0.560 0.529
H -2.013561 1.618286 -4.113388 0.407 1.915 -2.201
H -4.533561 3.212286 -1.732388 1.639 -2.244 -0.894
H -4.674561 2.031286 -3.171388 0.962 0.418 0.771
H -4.145561 4.669286 -3.115388 -2.235 2.777 0.546
H -3.532561 3.707286 -4.484388 -0.695 0.553 0.473
H -1.587561 5.115286 -2.947388 -0.959 -0.105 0.960
H -1.620561 3.917286 -3.965388 1.849 -1.310 -2.135
H -1.957561 3.425286 -0.989388 -1.746 0.800 0.472
H -0.905561 2.745286 -1.668388 3.237 -1.214 -1.088
H -3.330561 1.895286 -0.303388 0.566 -0.458 0.097
H -2.019561 0.590286 -0.554388 -1.316 1.266 -1.198
H -3.908561 -0.882714 -1.692388 0.517 0.923 0.470
H -5.018561 0.277286 -1.551388 -3.504 2.219 -1.572
H -5.669561 -0.912714 0.498612 3.733 1.390 -0.637
H -4.218561 0.304286 1.158612 -0.799 -1.399 -1.635
H -3.837561 -1.343714 0.720612 0.217 -0.033 -0.799
O -2.503561 0.345286 3.138612 2.164 1.008 -1.851
C -1.366561 0.375286 2.655612 -8.754 -1.634 0.469
O -1.054561 0.056286 1.456612 1.125 0.351 -3.799
B 0.396439 0.299286 1.293612 0.462 -0.202 0.945
O 0.773439 0.708286 2.678612 3.099 0.452 -3.148
C -0.232561 0.491286 3.375612 3.601 0.027 11.901
O -0.155561 0.343286 4.662612 -0.725 0.899 -4.846
O 0.886439 1.389286 0.259612 -9.131 4.005 10.093
C 1.561439 0.852286 -0.507388 5.469 -3.441 -6.083
O 1.874439 1.345286 -1.534388 1.818 1.369 -3.650
C 1.897439 -0.479714 -0.088388 2.843 -4.207 -2.586
O 1.166439 -0.902714 0.847612 -3.218 1.434 3.192
O 2.659439 -1.233714 -0.634388 0.783 0.691 -0.692
O 4.251439 -4.894714 -1.692388 -2.321 -1.068 1.385
C 3.159439 -5.058714 -1.096388 9.486 5.188 -4.225
O 2.503439 -4.060714 -0.691388 -1.072 3.342 0.301
B 1.243439 -4.522714 -0.299388 -1.110 -0.297 0.883
O 1.406439 -5.963714 -0.388388 -5.746 0.431 2.083
C 2.530439 -6.215714 -0.826388 0.785 -8.822 -1.787
O 2.899439 -7.337714 -1.134388 0.428 0.540 0.442
O 0.061439 -3.963714 -1.049388 2.467 -1.717 -1.516
C -0.746561 -3.496714 -0.178388 -5.507 4.202 -8.993
O -1.666561 -2.740714 -0.539388 0.857 -1.327 1.310
C -0.294561 -3.740714 1.029612 0.562 2.151 15.109
O 0.928439 -4.172714 1.091612 -0.673 -0.347 -0.664
O -0.871561 -3.277714 2.119612 1.766 -2.162 -4.688
O -3.402561 -1.381714 4.735612 -1.796 0.823 -1.818
H -3.408561 -0.432714 4.477612 -0.332 -0.962 -0.669
H -2.885561 -1.240714 5.472612 1.910 -0.408 2.991
O -1.024561 3.410286 2.963612 -7.030 2.321 2.716
H -0.271561 3.258286 2.574612 7.016 -1.274 -3.103
H -1.169561 4.365286 2.781612 0.081 -0.996 0.413
O 2.272439 3.855286 0.258612 0.921 -2.209 -1.258
H 3.176439 3.456286 0.416612 -1.160 0.805 0.004
H 1.884439 3.087286 -0.271388 0.443 1.759 0.790
O 5.184439 -2.365714 -0.625388 -1.664 1.929 1.509
H 4.270439 -2.096714 -0.233388 2.424 -1.047 -1.210
H 5.049439 -3.175714 -1.098388 -0.475 -1.008 -0.380
O 0.283439 -1.932714 6.086612 -4.142 1.738 -1.308
H -0.246561 -1.056714 5.779612 2.362 -2.140 0.915
H -0.479561 -2.531714 5.803612 1.756 0.332 0.651
O 1.939439 3.880286 2.890612 -0.488 0.631 -2.069
H 1.907439 2.995286 3.245612 0.232 -0.509 -0.060
H 1.923439 3.823286 1.850612 0.224 -0.140 2.459
O 1.358439 -2.495714 3.633612 0.685 0.484 -0.199
H 0.559439 -2.647714 3.097612 -0.053 -0.082 0.684
H 1.166439 -2.084714 4.503612 -0.431 -0.489 -0.636
O 3.837439 1.438286 1.738612 2.176 -2.607 -2.534
H 3.741439 0.392286 1.623612 0.489 2.885 1.062
H 4.738439 1.548286 1.231612 -2.453 -0.189 1.523
O 3.911439 -1.194714 2.875612 1.970 0.123 -1.829
H 3.901439 -0.929714 3.769612 -0.371 0.428 1.478
H 3.034439 -1.367714 2.600612 -1.832 -0.846 0.262
O 2.881439 2.631286 -3.847388 0.319 -2.303 -1.308
H 3.152439 1.965286 -4.635388 -1.102 1.955 3.504
H 2.606439 2.153286 -2.988388 0.777 0.318 -2.305
O -0.332561 1.843286 7.429612 -0.439 4.572 -0.256
H -0.663561 1.052286 7.078612 -0.823 -1.496 -1.194
H -0.760561 2.648286 6.910612 1.320 -3.022 1.442
O 4.171439 -1.907714 -3.681388 -2.690 0.549 1.762
H 5.097439 -1.966714 -3.778388 1.545 -0.104 0.445
H 3.930439 -1.772714 -2.698388 1.180 -0.397 -2.130
```
Positions in Å, forces in eV/Å.

Summary:
E_tot   -80657.50472 eV
HOMO   -7.800 eV
Net charge   -1
Relative energy (zero: lowest compared OMol25 entry of this formula, charge and spin)   102.8 kJ/mol
LUMO level   1.069 eV
F_max   15.27 eV/Å
2S+1   1